(1)
Here is 10 unconnected molecules or ions with the total composition H21O10 at a distorted geometry from the OMol25 dataset. Energies are from ωB97M-V/def2-TZVPD.

```
31
Properties=species:S:1:pos:R:3:mulliken_charge:R:1
O 0.11275 1.53581 -3.13542 -0.7029
H -0.61173 1.83722 -3.89046 0.3804
H 0.03507 2.42097 -2.73363 0.3211
O 0.26056 -2.13814 0.08889 -0.7330
H 0.81095 -1.34376 -0.01991 0.4565
H 0.72708 -2.71769 0.71617 0.2411
O -2.38397 -0.00142 0.55073 -0.4879
H -2.56367 -1.05473 0.32630 0.5700
H -2.02948 0.00072 1.52525 0.4332
O -0.01572 1.53415 1.06497 -0.6590
H 0.21841 2.50306 1.12073 0.2934
H -0.35411 1.43601 0.17493 0.2735
O 1.27829 3.69410 0.53997 -0.7194
H 0.42714 4.19632 0.81331 0.3803
H 1.73797 3.71766 1.47338 0.3699
O -0.78639 -0.10922 -1.37531 -0.6266
H -0.44262 0.27594 -2.24424 0.3856
H -0.62253 -0.98472 -1.26079 0.3256
O -2.22006 -2.94473 -0.14009 -0.6781
H -2.24053 -3.87658 -0.24465 0.3297
H -1.24887 -2.82274 -0.23703 0.3426
O -1.87460 0.43637 2.84678 -0.6702
H -2.08695 1.20804 3.51206 0.3596
H -1.04702 0.84524 2.53865 0.3913
O 1.63848 -0.43507 -0.93747 -0.5895
H 1.99034 0.46639 -0.77958 0.2690
O 3.32559 -1.98299 0.08557 -0.5941
H 3.67137 -1.99262 0.98503 0.2924
H -1.51532 0.17044 -0.14421 0.4385
H 2.44822 -0.97409 -1.01819 0.2981
H 3.36134 -2.89998 -0.20178 0.3091
```

The energy above the lowest of the compared OMol25 structures with the same formula, charge and spin comes out at 60.0 kcal/mol. The calculation puts the gap between HOMO and LUMO at 0.418 hartree. As for the charge: +1. The HOMO energy comes out at -0.5261 Eh. For the lowest unoccupied orbital energy, the calculation gives -2.94 eV.

***

(2)
Here is a gas-phase ion, C25H53BIN2O2 (charge +1) at a distorted geometry from the OMol25 dataset. Energies are from ωB97M-V/def2-TZVPD.

```
84
Properties=species:S:1:pos:R:3:mulliken_charge:R:1
C 3.02971 -2.84925 -1.79317 -0.8041
C 4.17541 -2.40306 -2.69542 -0.8113
C 4.01303 -0.98212 -3.22404 -0.6497
C 4.15030 0.09431 -2.14351 0.9507
C 3.93532 1.51213 -2.69024 -1.3370
C 3.05333 2.37734 -1.79304 -0.9805
C 1.61694 1.85250 -1.71273 0.9267
C 0.81269 2.62948 -0.67658 -1.7816
C -0.58210 2.13674 -0.34244 -1.1664
N -0.81945 0.73733 0.19278 0.9952
B -0.64718 -0.33895 -0.90849 0.2974
C -0.93988 -0.06235 -2.42827 -0.9691
O -0.30817 -1.58200 -0.51996 -0.8006
C -2.35200 0.70498 0.32252 -2.7560
C -2.96130 -0.53237 0.94198 1.7620
C -4.48977 -0.30065 0.94338 -1.2164
O -5.02800 -0.67224 -0.30437 -0.3539
C -5.39070 -2.03997 -0.38623 -0.3024
C -5.33246 -2.48238 -1.82945 -0.9381
C -3.90565 -2.54243 -2.37753 -0.6954
C -2.41815 -0.70366 2.36607 -0.1340
C -3.00450 0.28058 3.37780 -1.7700
C -0.89226 -0.74723 2.25315 -1.8495
C -0.15860 0.42373 1.55625 3.0321
C -0.18978 1.69544 2.43122 -1.1109
C 0.15460 1.59149 3.91697 -1.3822
C 1.63842 1.67742 4.27908 -1.2910
I 2.48626 3.57914 3.80787 0.0543
C 1.29528 -0.08418 1.47108 -3.5654
N 2.33534 0.86237 1.09772 0.5969
C 3.66240 0.24082 1.24790 -1.1295
H 2.91815 -2.21444 -0.91372 0.0513
H 2.08413 -2.88995 -2.33629 0.2142
H 3.21810 -3.85633 -1.41972 0.4573
H 4.21770 -3.08112 -3.54932 0.3409
H 5.11846 -2.52492 -2.15960 0.3492
H 4.71042 -0.77429 -4.03488 0.4574
H 2.99405 -0.90133 -3.62096 0.1694
H 5.14539 0.01339 -1.70020 0.6865
H 3.44433 -0.14269 -1.34817 -1.2059
H 4.90654 1.99749 -2.77582 0.4233
H 3.49466 1.45072 -3.68734 0.4737
H 3.45527 2.33936 -0.77561 0.2305
H 3.06890 3.42436 -2.09621 0.5476
H 1.68993 0.79280 -1.47308 -0.8742
H 1.15602 2.01131 -2.68954 1.0368
H 1.43576 2.82038 0.19196 0.3896
H 0.65205 3.62416 -1.10540 0.8408
H -1.18739 2.24284 -1.24092 1.0278
H -1.04277 2.84778 0.34039 0.3720
H -0.03837 0.24029 -2.95032 0.1614
H -1.27952 -0.98636 -2.90119 0.5317
H -1.72800 0.66557 -2.61511 0.3554
H -0.54895 -2.23634 -1.17512 0.3497
H -2.74983 0.83954 -0.68298 0.7110
H -2.67449 1.57472 0.88860 0.5073
H -2.84263 -1.43456 0.34721 -0.0486
H -4.93226 -0.90626 1.73748 0.5355
H -4.73514 0.74355 1.12713 0.3460
H -6.38644 -2.20056 0.03464 0.3952
H -4.68770 -2.65287 0.19338 0.3695
H -5.79128 -3.46912 -1.90179 0.4185
H -5.95090 -1.81954 -2.43477 0.3282
H -3.85070 -3.20538 -3.23765 0.4822
H -3.23284 -2.93843 -1.61337 0.1359
H -3.57043 -1.55595 -2.69280 0.0780
H -2.72034 -1.70331 2.68671 0.5573
H -4.00434 -0.04453 3.66349 0.4902
H -3.11596 1.29952 3.01083 0.3305
H -2.43024 0.30279 4.29969 0.4485
H -0.67342 -1.65920 1.69921 0.7936
H -0.42403 -0.92479 3.21771 0.7001
H 0.46150 2.46692 2.02103 0.5007
H -1.18871 2.12488 2.35775 0.4759
H -0.29610 2.47405 4.37649 0.3910
H -0.28240 0.75196 4.45067 0.3630
H 1.73272 1.58712 5.35735 0.6779
H 2.24204 0.88502 3.84734 0.3075
H 1.40445 -0.96570 0.84360 0.9353
H 1.48913 -0.45238 2.48914 0.4601
H 2.34111 1.65285 1.73184 0.0537
H 3.65873 -0.77354 0.86018 0.3890
H 3.99660 0.24294 2.29053 0.3046
H 4.38995 0.82464 0.68723 0.3555
```

The SMILES is CCCCCCCCC[N@+]1(B(C)O)C[C@H](COCCC)[C@H](C)C[C@@]1(CCCI)CNC. The calculation puts the gap between HOMO and LUMO at 0.359 hartree. As for the charge: +1. The HOMO energy comes out at -0.4331 Eh. For the lowest unoccupied orbital energy, the calculation gives -2.01 eV.

***

(3)
Here is a molecular structure, C47H76F5IO20SSi2 at a distorted geometry from the OMol25 dataset. Energies are from ωB97M-V/def2-TZVPD.

```
152
Properties=species:S:1:pos:R:3:mulliken_charge:R:1
C 5.88356 -3.73562 5.77804 -1.0235
C 7.35168 -3.65372 5.28864 -0.1730
O 7.46502 -3.82154 3.88785 -0.4124
C 7.36700 -2.61244 3.17162 -0.8420
C 5.93344 -2.24679 2.77636 0.0260
O 6.05121 -1.02880 2.01447 -0.5062
Si 4.80757 0.02753 2.38849 0.4819
C 4.91800 1.45187 1.16358 -0.1315
C 5.78718 2.53946 1.95711 -0.5641
C 6.71385 3.34512 1.03765 -0.7021
S 7.42820 4.77699 1.96073 -0.2250
O 3.40724 -0.93268 2.38935 -0.5722
Si 1.88808 -0.21124 2.36215 -0.5418
C 1.82061 1.57542 2.94223 0.3627
C 2.18478 1.81108 4.44370 -1.2516
C 3.00908 3.08238 4.66828 0.0364
O 4.01053 2.78394 5.65269 -0.2813
C 4.38830 3.88893 6.35148 0.5388
C 5.31989 4.87730 5.66094 -0.7163
O 4.05681 4.07681 7.45146 -0.5213
C 0.67116 -1.37169 3.26994 -0.8205
C -0.10300 -0.59386 4.34158 -1.1437
C -1.09644 0.26772 3.53710 -0.3593
C -2.52858 0.30970 4.02750 0.9315
F -2.59227 1.34704 4.89132 -0.3417
F -2.95767 -0.75729 4.68512 -0.3214
C -3.57837 0.56856 2.87952 0.6516
F -4.24026 1.68071 3.01192 -0.3021
F -3.02907 0.51308 1.67897 -0.2376
F -4.45315 -0.41092 2.88203 -0.2813
C 1.36611 -0.15511 0.51290 0.5624
C 1.01130 -1.49048 -0.11594 -1.0310
O 0.21415 -1.50930 -0.95224 0.0199
I 1.91865 -3.36596 0.43439 -0.1659
H 5.81125 -4.32072 6.69219 0.3902
H 5.31337 -4.28453 5.02883 0.2840
H 5.46653 -2.73934 5.91222 0.1992
H 7.81731 -2.73586 5.65502 0.2584
H 7.87487 -4.49630 5.74277 0.3322
H 7.99318 -2.65364 2.28069 0.2963
H 7.73604 -1.74859 3.73726 0.3466
H 5.36992 -2.01384 3.68605 0.0215
H 5.44231 -3.03702 2.21017 0.2524
H 5.12899 0.55812 3.72868 -0.2036
H 3.97234 1.92138 0.90210 0.0288
H 5.47712 1.21372 0.25692 0.7991
H 5.08371 3.25829 2.38022 -0.1254
H 6.33017 2.05635 2.77088 0.4743
H 6.08630 3.74473 0.24140 0.2829
H 7.48076 2.70049 0.61160 0.4747
H 7.30854 4.41839 3.25856 0.0235
H 0.78224 1.89838 2.81188 0.7541
H 2.40874 2.26885 2.34047 -0.1600
H 1.30991 1.81794 5.09105 0.4832
H 2.81035 0.97844 4.77564 0.3469
H 3.51106 3.38540 3.74546 -0.2477
H 2.34290 3.89562 4.96936 0.4015
H 4.85488 5.19988 4.72769 0.2990
H 6.28193 4.39675 5.48746 0.1528
H 5.48404 5.73260 6.30470 0.3563
H -0.07730 -1.77963 2.58532 0.5443
H 1.20219 -2.23273 3.67968 0.7058
H 0.53423 0.00527 4.98736 0.3100
H -0.59159 -1.28342 5.02855 0.6395
H -0.97973 -0.03572 2.49953 0.1049
H -0.77114 1.30643 3.59095 0.0875
H 0.54778 0.55270 0.38276 -0.0068
H 2.20710 0.22164 -0.07664 0.8173
O -6.85822 0.17578 -3.77314 -0.7282
C -6.24143 0.32158 -2.74277 0.5549
O -4.92587 0.00476 -2.57488 -0.4990
C -4.54733 0.23964 -1.19049 1.6430
C -5.57932 1.22361 -0.66083 -0.7925
C -6.81510 0.87069 -1.45283 -0.6639
H -4.55572 -0.72270 -0.67450 0.5778
H -3.54475 0.66030 -1.13953 -1.2167
H -5.71271 1.16718 0.41779 0.2518
H -5.27238 2.24218 -0.91106 0.3263
H -7.39729 0.08284 -0.97275 0.2439
H -7.43789 1.74067 -1.64370 0.3848
O -3.64456 4.72624 -5.95575 -0.5977
C -4.47112 3.86957 -6.08247 0.4410
O -4.45572 2.71021 -5.38763 -0.0404
C -5.48186 1.85240 -5.82017 0.2345
C -6.52594 2.73180 -6.47532 -0.5221
C -5.65350 3.85580 -7.05004 -0.5481
H -5.03599 1.13669 -6.51523 0.1537
H -5.84140 1.31692 -4.96368 -0.2881
H -7.13425 2.21270 -7.21313 0.3911
H -7.19745 3.13743 -5.71609 0.2652
H -5.28398 3.61640 -8.04832 0.2477
H -6.16513 4.81432 -7.05681 0.3317
O -2.77251 -4.52760 -5.55556 -0.6509
C -2.46502 -3.68971 -4.75728 0.3072
O -1.59292 -3.91162 -3.74703 -0.3937
C -1.51952 -2.74641 -2.89365 -0.3790
C -1.99026 -1.59247 -3.76201 2.0872
C -2.99756 -2.27124 -4.68048 -0.0570
H -2.16806 -2.90868 -2.02867 0.1274
H -0.50718 -2.61119 -2.55321 0.2312
H -2.40338 -0.76452 -3.18869 -1.3822
H -1.15518 -1.20966 -4.35252 0.1966
H -3.99359 -2.29248 -4.24117 -0.2072
H -3.02859 -1.81596 -5.66669 0.3994
O -5.10264 -2.03240 -1.06003 -0.4866
C -5.42735 -3.14086 -1.39077 0.1056
O -4.77807 -4.25320 -0.98523 -0.3537
C -5.33535 -5.41645 -1.64024 -0.3722
C -6.73522 -4.99859 -2.05872 -0.7041
C -6.55884 -3.51002 -2.33178 -0.2302
H -4.70193 -5.66888 -2.49274 0.2236
H -5.34207 -6.25539 -0.95103 0.3652
H -7.11525 -5.56239 -2.90830 0.3585
H -7.42726 -5.13812 -1.22599 0.2928
H -6.24125 -3.32022 -3.35729 0.2067
H -7.45499 -2.93952 -2.10236 0.3866
O 2.65721 4.61532 0.34875 -0.6064
C 3.05281 5.40657 -0.47451 0.4949
O 4.10893 6.19692 -0.26984 -0.3491
C 4.27221 7.10420 -1.37946 -0.4273
C 3.56072 6.44303 -2.54213 -0.6617
C 2.44060 5.69546 -1.83798 -0.1016
H 3.82498 8.06220 -1.10944 0.2607
H 5.33303 7.25104 -1.57159 0.3476
H 3.21814 7.14985 -3.29533 0.3466
H 4.22908 5.73026 -3.03033 0.2863
H 1.55501 6.32036 -1.69861 0.3049
H 2.17889 4.77179 -2.35066 0.0912
O -3.08919 -7.67794 -0.89658 -0.5779
C -1.93248 -7.42567 -0.72257 0.3688
O -1.22572 -7.90272 0.33363 -0.3845
C 0.09607 -7.33916 0.33132 -0.3327
C 0.34392 -6.90605 -1.10353 -0.5197
C -1.05745 -6.52555 -1.56983 0.2284
H 0.11348 -6.49695 1.02799 0.2113
H 0.80850 -8.08912 0.66880 0.3383
H 1.07144 -6.10094 -1.18447 0.1920
H 0.70802 -7.75230 -1.68930 0.3119
H -1.29693 -5.48673 -1.33874 -0.2304
H -1.20704 -6.71952 -2.62772 0.3689
O 0.52605 0.23770 -4.03637 -0.6611
C -0.42332 0.84540 -3.60875 0.5347
O -1.62052 0.81015 -4.19532 -0.3808
C -2.53865 1.69960 -3.53746 0.5391
C -1.96851 1.88674 -2.14229 -0.1032
C -0.46444 1.77008 -2.39891 0.8133
H -2.58443 2.62886 -4.09581 0.1284
H -3.52585 1.24514 -3.53191 -0.6147
H -2.27379 2.82186 -1.67575 0.6561
H -2.28975 1.06749 -1.49331 -0.3530
H -0.01498 2.72678 -2.66884 0.1896
H 0.06195 1.33019 -1.55614 -0.7970
```

The calculation puts the gap between HOMO and LUMO at 0.345 hartree. The HOMO energy comes out at -0.3412 Eh. For the lowest unoccupied orbital energy, the calculation gives 0.09 eV.

***

(4)
Here is a molecular structure, C12H19AuClINO2P at a distorted geometry from the OMol25 dataset. Energies are from ωB97M-V/def2-TZVPD.

```
38
Properties=species:S:1:pos:R:3:mulliken_charge:R:1
C 4.78152 3.38665 -0.43580 -1.0889
C 3.24733 3.32694 -0.20595 0.5224
H 4.94926 4.50067 -0.42704 0.3678
H 4.99807 3.03245 -1.49390 0.3637
H 5.37525 2.85476 0.36652 0.3637
O 2.27620 3.93778 -0.19322 -0.2130
I 4.00268 -0.03048 -1.16129 -0.1151
Au 1.94786 1.50110 -0.09374 0.3256
P 0.24810 0.78509 -2.06577 0.7176
C -1.41982 1.53540 -2.15861 -1.1401
C 1.15298 1.39662 -3.51851 -1.1004
H 0.84198 -1.53680 -2.04867 0.3793
H -0.25980 -1.04868 -3.40742 0.4766
H -0.96026 -1.26407 -1.69100 0.1852
C -0.08092 -0.99134 -2.31719 -1.0209
H 2.12103 0.86047 -3.51693 0.3235
H 0.48803 1.13700 -4.37218 0.4756
H -1.62871 1.61682 -3.23559 0.4023
H -1.46413 2.52792 -1.67822 0.3786
H 1.29611 2.48576 -3.39270 0.3288
H -2.13412 0.84304 -1.67635 0.3793
C 0.49384 2.50483 0.48511 0.6769
O -0.38510 3.15649 0.92016 -0.3302
Cl 1.35722 -1.08208 0.71998 -0.5495
N -1.14088 -2.79363 0.63968 -0.1201
C -1.85590 -2.52326 1.74016 1.2373
C -3.05882 -3.25758 1.98160 -0.4295
C -3.63955 -3.19212 3.25758 -0.5118
C -3.15435 -2.32404 4.26832 -0.3832
C -1.87206 -1.72956 4.10371 -0.5495
C -1.20607 -1.87317 2.85903 -0.2396
H -1.50382 -3.34960 -0.13846 0.2963
H -0.21735 -2.26821 0.57834 -0.1401
H -3.48510 -3.83619 1.14677 0.3209
H -4.64458 -3.60859 3.34623 0.3484
H -3.66897 -2.29880 5.23800 0.3941
H -1.49978 -1.08007 4.89028 0.3966
H -0.29737 -1.30153 2.68707 0.2713
```

Its expectation value of S² is 2.0833. The calculation puts the gap between HOMO and LUMO (alpha / beta) at 0.233 / 0.181 hartree. As for the charge: +2. The HOMO energy (alpha / beta) comes out at -0.5337 / -0.5333 Eh. The spin multiplicity is 3. For the lowest unoccupied orbital energy (alpha / beta), the calculation gives -8.20 / -9.58 eV.